ORCA calculation (the ωB97M-V functional and the def2-TZVPD basis) on CH3N3S2 in the gas phase in a non-equilibrium geometry.

Summary:
- Max |F|: 3.9 eV Å⁻¹
- Highest occupied orbital energy: -0.26542 hartree
- ΔE to the lowest compared entry with this formula, charge and spin: 1.3728 eV

```
9
Properties=species:S:1:pos:R:3:forces:R:3
N -1.26627 0.64827 1.04563 -0.90 1.31 0.76
N -0.24880 0.01613 0.44042 0.36 -0.78 -1.70
N -0.36922 -0.17023 -0.88765 0.58 -0.08 -2.03
C 0.63890 -0.52913 -1.63185 -2.15 0.70 3.12
S 2.10730 -0.84239 -0.66725 1.17 -0.24 -0.27
S 1.29066 -0.30641 1.20825 0.30 0.08 -0.59
H -1.50646 0.24316 1.91735 -0.38 -1.13 0.66
H -1.17000 1.63708 1.28833 0.72 0.07 -0.76
H 0.52389 -0.69648 -2.71324 0.30 0.08 0.81
```
Positions in Å, forces in eV/Å.

=====

ORCA calculation (the ωB97M-V functional and the def2-TZVPD basis) on CH3N3S2 in the gas phase in a non-equilibrium geometry.

Summary:
- Max |F|: 6.0 eV Å⁻¹
- Highest occupied orbital energy: -0.28575 hartree
- ΔE to the lowest compared entry with this formula, charge and spin: 1.5337 eV

```
9
Properties=species:S:1:pos:R:3:forces:R:3
N -1.70372 0.14038 0.21859 -4.81 -2.42 -2.54
N -0.46078 0.49210 0.29550 1.57 1.27 0.33
N 0.37324 -0.45737 0.76722 -1.20 -0.04 0.65
C 1.50521 -0.66200 0.28532 0.47 0.73 -0.21
S 2.06641 0.07277 -1.20369 0.10 -0.02 -0.44
S 0.59304 1.46154 -1.19915 -0.72 -0.14 0.26
H -2.53869 0.77486 0.47059 2.68 -0.83 -0.59
H -2.04172 -0.65237 -0.52748 1.32 2.36 2.35
H 2.20702 -1.16990 0.89311 0.59 -0.90 0.19
```
Positions in Å, forces in eV/Å.

=====

ORCA calculation (the ωB97M-V functional and the def2-TZVPD basis) on a molecular structure, CH3N4 in a non-equilibrium geometry.

Summary:
- Max |F|: 5.9 eV Å⁻¹
- Highest occupied orbital energy (alpha / beta): -0.51799 / -0.62580 hartree
- ⟨S²⟩: 2.01
- Multiplicity: 3
- ΔE to the lowest compared entry with this formula, charge and spin: 0.7609 eV
- Total charge: +1

```
8
Properties=species:S:1:pos:R:3:forces:R:3
C 0.16888 -0.10442 -0.03122 0.83 -1.18 -3.06
N 0.31037 -1.11649 -1.13680 1.82 2.87 4.08
N -1.00357 -1.19589 -1.06465 -5.49 -1.53 -1.62
N -1.18349 -0.33400 0.00878 3.06 -0.75 -0.49
N 0.98207 0.79400 0.38127 -1.77 1.85 2.09
H -1.77966 -0.37917 0.81496 -0.95 -0.28 0.26
H 1.90035 0.76639 0.02065 1.31 0.32 -0.17
H 0.60505 1.56958 1.00702 1.20 -1.29 -1.09
```
Positions in Å, forces in eV/Å.

=====

> What is the ΔE to the lowest compared entry with this formula, charge and spin in the first record?

1.3728 eV

=====

> What is the formula in the first record?

CH3N3S2

=====

> Which of these has the highest ΔE to the lowest compared entry with this formula, charge and spin?

number 2